Molecular formula: C5H17N2O2
Method: DFT, ωB97M-V with the def2-TZVPD basis set

CARTESIAN COORDINATES (ANGSTROEM)
O (-0.13, -1.39, -1.82)
H (-0.73, -1.25, 2.05)
N (0.12, -1.41, 1.51)
H (0.50, 1.32, 3.12)
H (1.38, 1.74, 1.84)
H (-2.74, 1.39, -2.74)
C (0.55, 1.06, 2.06)
N (-1.93, 1.44, -0.72)
H (1.58, -0.73, 2.80)
H (2.82, -0.52, -1.61)
H (-0.35, -1.19, -2.74)
C (-0.66, 1.48, 1.33)
H (1.88, -0.43, 1.08)
H (-1.13, 1.24, -2.64)
H (0.40, -2.19, -1.86)
C (1.17, -0.33, 1.90)
H (-0.17, 0.46, -0.46)
H (0.38, -2.40, 1.61)
C (-0.87, 1.15, -0.01)
H (-2.57, 2.13, -0.34)
H (3.32, -1.97, -1.29)
H (-0.05, -1.31, 0.50)
O (2.61, -1.33, -1.14)
C (-2.02, 0.94, -2.07)
H (-2.07, -0.14, -2.10)
H (-1.30, 2.26, 1.74)

Computed properties:
Net charge: +2
Energy relative to the best compared isomer or geometry (same formula, charge and spin), kcal/mol: 0.00
F_max, eV/Å: 2.104
2S+1: 2

Here are the natural (NBO) charges for atoms 1 to 2, given in e: O -0.994; H 0.440



Molecular formula: C23H28MgNO
Method: DFT, ωB97M-V with the def2-TZVPD basis set

CARTESIAN COORDINATES (ANGSTROEM)
H (0.36, 1.57, -4.25)
H (0.24, 0.02, -0.20)
H (2.48, 0.09, 3.27)
H (1.54, 2.64, 3.27)
C (1.03, -1.52, -1.40)
H (-1.99, 1.67, -2.63)
H (4.15, 0.76, 0.71)
C (0.75, 0.00, -1.24)
C (-1.52, 0.80, -2.14)
H (0.59, -1.50, 2.17)
H (4.19, -1.14, 0.81)
C (1.58, 0.45, 2.77)
C (1.84, 2.57, -1.47)
H (0.36, -3.04, 0.44)
H (1.76, 0.51, -1.33)
C (1.07, 1.77, 2.80)
C (0.44, 2.31, -1.59)
C (0.55, -0.41, 2.22)
H (-0.96, -3.56, 2.28)
C (-0.48, -3.06, -0.30)
C (-0.02, 0.98, -2.17)
C (-0.22, 3.20, -0.70)
H (3.01, 3.80, -0.11)
H (-1.29, 3.30, -0.54)
H (-4.73, -1.56, 2.78)
H (-0.16, -2.84, -2.46)
H (-0.08, -0.14, -4.09)
N (-0.09, -2.34, -1.58)
C (3.98, -0.23, 0.20)
C (-2.83, -1.95, -0.06)
H (2.57, 1.92, -1.94)
C (-1.75, -2.96, 1.83)
C (-0.60, 0.42, 1.99)
C (0.46, 0.69, -3.60)
H (-1.59, 0.06, 1.71)
H (-4.78, -1.07, 0.35)
C (0.78, 3.95, -0.01)
O (2.24, -1.86, -1.13)
H (-2.86, -1.73, -1.13)
H (-2.77, -2.76, 3.75)
H (4.35, -0.34, -0.82)
C (-2.79, -2.55, 2.68)
C (-0.26, 1.74, 2.30)
Mg (2.02, -0.25, 0.51)
H (-0.95, 2.58, 2.26)
H (-1.87, -0.12, -2.63)
C (-3.88, -1.86, 2.16)
C (-1.71, -2.61, 0.46)
H (0.62, 4.65, 0.78)
H (1.51, 0.41, -3.68)
H (-0.52, -4.13, -0.52)
C (-3.91, -1.58, 0.79)
C (2.04, 3.52, -0.46)
H (-1.91, 0.75, -1.12)

Computed properties:
Net charge: -1
Energy relative to the best compared isomer or geometry (same formula, charge and spin), kcal/mol: 86.67
F_max, eV/Å: 5.127

Here are the natural (NBO) charges for atoms 1 to 2, given in e: H 0.226; H 0.273



Molecular formula: CH4Cl2Si
Method: DFT, ωB97M-V with the def2-TZVPD basis set

CARTESIAN COORDINATES (ANGSTROEM)
H (0.80, 0.77, 0.90)
C (-0.23, 0.44, 0.97)
Si (-1.48, 1.22, -0.36)
Cl (1.12, -1.76, -4.49)
Cl (-1.01, -0.04, -1.99)
H (-0.56, 0.80, 1.88)
H (-0.24, -0.65, 0.75)
H (0.75, -2.99, -4.64)

Computed properties:
Net charge: 0
Energy relative to the best compared isomer or geometry (same formula, charge and spin), kcal/mol: 73.52
F_max, eV/Å: 3.226

Here are the natural (NBO) charges for atoms 1 to 2, given in e: H 0.249; C -1.182



Molecular formula: C40H16Cl5N11Sr
Method: DFT, ωB97M-V with the def2-TZVPD basis set

CARTESIAN COORDINATES (ANGSTROEM)
H (2.93, -2.31, -6.36)
H (-3.28, 5.06, 5.07)
H (-1.61, 4.10, 6.59)
H (4.63, -2.66, -2.43)
C (-1.62, -2.41, -1.28)
C (-2.07, 1.86, -2.94)
C (-1.91, 2.18, -0.68)
C (3.72, -0.47, 4.53)
C (2.87, -0.93, 1.05)
C (-1.69, 3.02, 2.91)
C (-0.68, 2.87, 5.11)
C (-3.59, 2.87, -4.46)
C (0.07, 1.56, 2.98)
N (-0.21, 0.28, -3.07)
H (-4.97, 4.28, -3.62)
C (-1.33, -1.91, 3.88)
C (0.83, -0.38, -2.59)
Sr (-0.44, -0.61, 0.50)
C (-2.32, -2.79, -4.00)
C (-2.63, 2.59, -1.89)
C (5.52, -1.81, 3.62)
H (-2.10, 1.41, -5.04)
C (-0.89, -3.22, -2.13)
N (-0.41, 1.54, 1.72)
N (1.80, -0.20, 1.43)
C (3.74, -1.14, 2.20)
H (5.41, -2.32, 1.53)
H (6.46, -2.34, 3.79)
N (-0.99, 1.25, -1.02)
N (3.15, -1.38, -0.17)
C (-1.20, -3.43, -3.47)
H (3.24, 0.04, 5.36)
Cl (-3.73, -0.78, -0.83)
N (-3.02, -3.85, 6.05)
C (-0.73, 2.49, 3.78)
C (-3.68, 3.48, -2.11)
H (-3.35, 4.37, 2.68)
C (3.89, -2.55, -4.45)
C (-2.73, -1.83, -1.85)
C (-3.11, -1.98, -3.18)
N (-1.16, -1.58, 2.77)
C (-2.29, -3.09, 5.57)
C (2.79, -1.56, -2.60)
C (-2.54, 2.00, -4.24)
C (-1.45, 2.40, 1.61)
C (-2.56, 4.33, 4.69)
H (0.05, 2.44, 5.78)
C (-1.01, 1.04, -2.35)
C (3.86, -2.29, -3.09)
C (-1.61, 3.79, 5.56)
H (4.71, -3.13, -4.87)
H (5.39, -1.18, 5.67)
C (2.88, -2.08, -5.30)
C (1.82, -1.34, -4.81)
C (2.41, -1.14, -1.24)
N (1.12, 0.91, 3.46)
H (-3.99, 2.99, -5.46)
N (1.24, -0.47, -1.30)
Cl (-0.24, -4.44, -4.49)
Cl (-4.50, -1.19, -3.84)
H (-4.11, 4.03, -1.29)
H (1.03, -0.99, -5.45)
C (4.95, -1.81, 2.36)
C (-4.15, 3.60, -3.41)
C (1.91, 0.13, 2.74)
C (-2.61, 3.96, 3.35)
Cl (0.55, -4.00, -1.49)
N (-1.42, -2.20, 5.13)
N (-2.15, 2.70, 0.52)
C (4.91, -1.15, 4.70)
Cl (-2.74, -3.01, -5.66)
C (3.14, -0.47, 3.27)
C (1.79, -1.09, -3.45)

Computed properties:
Net charge: -2
Energy relative to the best compared isomer or geometry (same formula, charge and spin), kcal/mol: 0.00
F_max, eV/Å: 1.338

Here are the Mulliken charges for atoms 1 to 2, given in e: H 0.382; H 0.349